A 11-piece molecular cluster, C57H133N15O11 overall in a non-equilibrium geometry, computed with the ωB97M-V functional and the def2-TZVPD basis.

The geometry in XYZ format:
```
216
Properties=species:S:1:pos:R:3:forces:R:3:lowdin_charge:R:1
C 0.805 2.733 4.697 0.23 -1.24 -1.91 -0.042
C -0.664 2.962 4.902 0.23 2.32 2.47 -0.495
C -1.152 1.922 5.913 -0.58 -0.50 -0.46 -0.012
C -0.595 4.305 5.668 -2.97 1.50 0.44 -0.113
C -2.004 5.025 5.834 1.91 -0.87 0.66 -0.194
C -2.713 5.134 4.570 -0.47 -1.03 -2.48 -0.148
C -2.788 3.771 3.692 -0.73 0.27 1.89 -0.441
C -3.888 2.850 4.323 1.43 0.58 -0.38 -0.005
C -3.243 4.211 2.298 0.07 -0.17 0.13 -0.031
N -1.459 3.132 3.676 0.82 4.11 1.75 -0.149
O -1.359 2.095 2.852 0.01 -2.42 -1.63 -0.019
H 1.392 2.967 5.585 -0.20 -0.47 0.04 0.111
H 0.840 1.695 4.367 1.00 -0.24 0.27 0.069
H 1.230 3.325 3.887 -0.20 0.26 -0.09 0.078
H -1.506 1.043 5.375 -0.26 -0.32 0.16 0.063
H -0.357 1.551 6.560 0.12 0.24 -0.11 0.100
H -1.947 2.322 6.543 -0.09 -0.18 -0.06 0.075
H -0.404 4.232 6.739 1.13 -0.80 -0.22 0.120
H 0.115 4.981 5.190 -0.03 0.06 0.02 0.116
H -2.622 4.465 6.536 0.07 -0.24 0.18 0.101
H -1.836 5.987 6.319 -0.03 0.17 -0.13 0.115
H -2.236 5.814 3.864 0.10 0.45 0.21 0.111
H -3.720 5.493 4.782 -0.26 -0.08 -0.53 0.121
H -4.808 3.336 3.999 -0.41 -0.58 0.61 0.087
H -3.696 2.780 5.393 -0.68 0.38 0.10 0.066
H -3.774 1.816 3.996 -0.35 0.03 -0.54 0.056
H -3.954 5.027 2.425 -0.08 0.01 -0.02 0.088
H -3.776 3.411 1.785 0.19 -0.01 -0.15 0.055
H -2.425 4.589 1.684 -0.02 -0.14 -0.06 0.074
H -1.434 1.325 3.420 -0.13 -0.99 -0.19 0.067
C 0.952 -6.044 -0.014 -0.88 -0.61 0.05 -0.030
C -0.288 -5.233 0.409 -0.93 0.65 1.74 -0.451
C 0.084 -4.270 1.589 -0.26 -0.46 0.66 -0.033
C -0.739 -4.372 -0.789 -0.92 -1.00 -0.51 -0.122
C -2.230 -3.987 -0.922 0.36 1.72 1.44 -0.194
C -3.116 -5.165 -0.684 1.40 -0.36 0.10 -0.171
C -2.840 -5.931 0.641 -0.95 0.39 -1.09 -0.451
C -3.496 -5.090 1.817 1.62 -0.27 -0.79 -0.014
C -3.577 -7.281 0.323 1.34 0.28 1.38 -0.040
N -1.375 -6.246 0.762 -0.47 1.06 -1.86 -0.098
O -1.103 -6.963 1.931 -0.01 0.40 0.86 -0.021
H 1.822 -5.426 -0.236 -0.09 -0.06 -0.03 0.084
H 1.206 -6.834 0.694 0.30 0.47 0.60 0.072
H 0.643 -6.664 -0.855 0.20 0.39 -0.54 0.083
H 0.363 -4.791 2.505 0.76 -0.57 -0.29 0.070
H 0.856 -3.557 1.300 0.17 -0.16 -0.03 0.070
H -0.697 -3.677 2.065 -0.75 0.26 -0.91 0.055
H -0.093 -3.498 -0.864 0.04 -0.10 -0.15 0.112
H -0.601 -5.048 -1.633 0.44 0.26 -0.48 0.109
H -2.490 -3.184 -0.232 0.16 0.24 0.37 0.088
H -2.399 -3.509 -1.887 0.08 -0.27 -0.28 0.108
H -2.785 -5.775 -1.524 -0.77 -0.86 -0.01 0.117
H -4.192 -4.988 -0.673 0.11 0.22 -0.45 0.121
H -2.966 -4.139 1.853 0.17 0.14 0.01 0.039
H -3.304 -5.556 2.784 -0.50 -0.18 0.00 0.075
H -4.527 -4.799 1.616 -0.15 -0.61 0.16 0.080
H -3.411 -7.821 1.255 -0.37 -0.85 -0.31 0.072
H -3.028 -7.708 -0.516 0.05 -0.32 0.27 0.079
H -4.629 -7.278 0.038 -0.02 0.60 0.36 0.081
H -0.507 -7.668 1.668 -0.11 -0.20 -0.18 0.095
C 5.838 -3.749 -1.380 1.33 -0.54 0.16 -0.041
C 5.274 -2.355 -1.006 -0.71 -0.41 -1.30 -0.467
C 4.140 -2.126 -2.024 -1.25 0.82 0.66 -0.057
C 4.632 -2.290 0.422 1.48 -0.13 0.24 -0.103
C 5.712 -2.303 1.569 -0.07 0.87 -2.16 -0.141
C 6.570 -1.049 1.321 -0.79 -0.21 0.59 -0.158
C 7.228 -1.025 -0.077 1.16 1.01 0.42 -0.512
C 7.882 0.379 -0.188 -0.43 -0.75 0.35 -0.032
C 8.416 -1.976 -0.124 -0.16 -1.48 -1.23 -0.042
N 6.211 -1.199 -1.128 -0.31 -0.27 0.29 -0.060
O 6.791 -1.099 -2.463 -0.25 -0.50 1.33 -0.015
H 5.238 -4.551 -1.811 -1.35 0.43 0.60 0.076
H 6.518 -3.729 -2.231 0.64 0.82 0.22 0.082
H 6.357 -4.219 -0.545 0.20 0.01 0.01 0.062
H 3.566 -1.272 -1.663 0.09 0.55 -0.23 0.075
H 4.350 -1.965 -3.081 0.69 -0.08 0.22 0.072
H 3.369 -2.896 -1.990 0.31 -0.56 0.12 0.078
H 4.153 -1.320 0.554 -0.43 -0.04 -0.34 0.102
H 3.898 -3.093 0.484 -0.03 -0.03 0.14 0.110
H 5.242 -2.246 2.551 0.20 -0.41 0.03 0.090
H 6.448 -3.093 1.419 -0.52 -0.68 0.59 0.096
H 7.283 -0.994 2.143 0.73 -0.13 -0.39 0.117
H 5.989 -0.148 1.521 -0.41 0.18 -0.54 0.097
H 8.521 0.404 0.695 -0.08 0.58 0.14 0.080
H 7.079 1.115 -0.148 0.33 0.34 -0.07 0.082
H 8.563 0.496 -1.031 -0.42 -0.02 -0.25 0.081
H 9.157 -1.894 0.672 -0.23 0.31 0.05 0.092
H 8.903 -1.869 -1.093 0.31 0.42 0.03 0.084
H 8.112 -3.019 -0.209 -0.15 -0.16 0.55 0.060
H 6.411 -0.264 -2.745 0.00 0.12 -0.18 0.100
C 0.737 0.704 -6.053 -1.03 0.89 0.58 -0.047
C 1.535 -0.542 -5.903 2.76 0.50 0.22 -0.517
C 3.050 -0.146 -6.101 -0.61 0.03 0.13 -0.019
C 1.472 -1.049 -4.460 -0.96 -0.09 0.62 -0.128
C 0.209 -1.865 -4.189 0.70 -0.91 -0.49 -0.146
C 0.047 -2.973 -5.264 -1.52 0.62 -0.26 -0.103
C 0.169 -2.482 -6.728 -1.79 0.74 -1.11 -0.492
C 0.238 -3.683 -7.707 0.86 -0.26 0.34 -0.040
C -1.084 -1.692 -7.250 -0.47 0.16 0.63 -0.030
N 1.309 -1.623 -6.829 1.14 -1.26 0.44 -0.121
O 1.575 -1.267 -8.172 -0.17 0.12 0.17 -0.007
H 0.785 1.183 -7.031 -0.18 -0.30 -0.10 0.101
H -0.282 0.529 -5.707 -0.17 0.18 -0.52 0.042
H 1.108 1.424 -5.324 0.22 0.16 -0.09 0.086
H 3.324 0.750 -5.544 -0.25 0.08 0.14 0.085
H 3.666 -0.952 -5.701 0.17 -0.10 -0.46 0.075
H 3.240 0.075 -7.151 0.19 -0.16 0.08 0.076
H 2.396 -1.565 -4.201 -0.23 -0.35 -0.09 0.091
H 1.397 -0.200 -3.780 0.39 0.35 -0.12 0.116
H 0.181 -2.314 -3.197 0.50 -0.21 0.12 0.094
H -0.658 -1.209 -4.114 -0.16 0.09 -0.68 0.093
H -0.990 -3.289 -5.145 -0.23 -0.31 -0.22 0.108
H 0.606 -3.903 -5.156 0.62 0.37 0.39 0.117
H 1.238 -4.116 -7.739 0.20 -0.08 0.33 0.080
H 0.027 -3.466 -8.754 -0.27 0.43 0.21 0.078
H -0.436 -4.473 -7.376 -0.14 0.07 0.04 0.082
H -1.347 -0.784 -6.706 0.11 -0.23 0.55 0.052
H -1.969 -2.328 -7.235 -0.06 -0.10 -0.16 0.080
H -0.942 -1.290 -8.254 0.29 -0.51 -0.18 0.081
H 2.439 -1.675 -8.263 0.12 0.07 -0.51 0.104
C -4.285 2.214 -3.883 0.25 -0.39 0.12 -0.029
C -2.828 2.722 -4.189 0.17 1.00 -0.70 -0.429
C -1.731 1.753 -3.649 -0.74 1.01 0.60 -0.019
C -2.616 2.750 -5.719 -1.01 -0.85 0.50 -0.161
C -3.476 3.770 -6.360 -0.44 0.82 -0.09 -0.199
C -3.195 5.145 -5.771 -0.06 1.02 -1.41 -0.142
C -3.260 5.323 -4.249 -0.56 -1.43 -1.18 -0.492
C -2.545 6.581 -3.811 0.87 0.37 0.06 -0.033
C -4.750 5.395 -3.901 -1.36 0.53 0.99 -0.035
N -2.579 4.124 -3.685 1.08 -0.25 -2.52 -0.133
O -2.588 4.196 -2.339 -0.23 -0.20 1.87 -0.004
H -5.154 2.725 -4.298 0.54 0.67 -0.35 0.064
H -4.435 1.212 -4.285 0.38 -0.34 0.28 0.080
H -4.499 2.200 -2.814 0.27 -0.26 0.23 0.066
H -1.757 1.772 -2.559 -0.18 -0.59 0.06 0.065
H -1.882 0.770 -4.094 -0.17 -0.11 0.35 0.069
H -0.717 2.069 -3.893 -0.20 0.35 -0.34 0.077
H -1.581 2.873 -6.037 0.09 -0.12 0.36 0.126
H -3.027 1.795 -6.049 0.62 -0.46 -0.23 0.117
H -3.342 3.750 -7.441 0.29 0.35 -0.09 0.117
H -4.535 3.534 -6.263 -0.13 -0.11 0.35 0.105
H -3.941 5.797 -6.225 -0.11 0.38 0.19 0.112
H -2.271 5.541 -6.192 0.47 -0.23 0.31 0.121
H -2.746 6.912 -2.792 -0.17 -0.36 0.06 0.083
H -2.768 7.436 -4.449 -0.33 -0.11 -0.22 0.088
H -1.468 6.429 -3.887 0.06 -0.09 0.03 0.094
H -5.097 6.320 -3.440 0.73 0.33 0.53 0.080
H -5.065 4.623 -3.198 -0.10 -0.12 -0.05 0.062
H -5.481 5.422 -4.709 0.42 -0.85 -0.57 0.085
H -3.529 4.181 -2.152 -0.50 0.00 1.04 0.071
C 6.050 2.059 4.042 -1.87 -0.54 -0.64 -0.080
O 4.631 2.330 4.067 0.43 -0.70 0.81 -0.214
C 3.838 1.918 2.945 0.49 0.55 1.71 -0.214
C 4.125 2.826 1.797 -1.20 1.82 -1.10 -0.385
C 4.171 4.375 2.186 1.06 -1.31 0.38 -0.017
N 2.998 2.752 0.860 0.23 -0.14 -0.26 0.052
H 6.452 2.359 3.074 0.49 0.61 0.26 0.078
H 6.205 0.981 4.066 0.12 -0.31 0.31 0.069
H 6.450 2.521 4.945 0.26 0.13 -0.44 0.090
H 3.875 0.850 2.730 0.92 -0.18 -0.33 0.094
H 2.805 1.978 3.287 0.00 0.61 0.00 0.091
H 5.011 2.465 1.276 0.31 0.41 -0.06 0.118
H 3.178 4.716 2.478 -0.08 -0.13 0.00 0.062
H 4.538 5.039 1.403 -0.24 -0.43 -0.40 0.076
H 4.847 4.538 3.026 -0.10 -0.04 0.18 0.058
H 2.676 1.795 0.849 0.26 -0.27 -0.43 0.005
H 2.228 3.176 1.358 -0.15 0.49 -0.15 0.023
C -6.870 -2.146 5.964 0.74 0.44 -1.43 -0.094
O -5.563 -1.629 5.684 0.02 -0.78 0.25 -0.201
C -4.580 -2.630 5.409 0.88 1.34 -0.14 -0.188
C -3.271 -1.862 5.115 -1.16 1.72 -0.65 -0.409
C -3.375 -1.134 3.710 0.30 -1.29 0.53 -0.044
N -2.066 -2.644 5.279 -0.09 -0.09 -0.30 0.059
H -7.212 -2.694 5.087 -0.06 -0.47 -0.07 0.078
H -7.508 -1.262 5.965 -0.09 -0.17 0.81 0.088
H -6.889 -2.810 6.829 -0.15 0.33 0.24 0.088
H -4.427 -3.321 6.238 -0.16 -0.06 0.16 0.124
H -4.796 -3.171 4.488 -0.50 -0.39 -0.05 0.114
H -3.185 -1.001 5.778 -0.21 -0.27 0.66 0.127
H -2.440 -0.609 3.515 0.04 0.13 0.00 0.041
H -4.217 -0.454 3.580 -0.02 -0.08 0.35 0.065
H -3.457 -1.925 2.964 -0.03 -0.01 -0.39 0.059
H -2.084 -3.416 4.627 -0.05 -0.45 -0.19 0.067
H -1.358 -2.030 4.903 0.62 0.16 0.02 0.021
N 0.418 0.316 -0.345 -0.59 1.75 -5.77 0.217
C 0.810 0.056 0.823 -0.02 -0.98 1.46 -0.819
N -0.078 -0.582 1.492 -3.63 -2.62 3.15 0.224
O 1.898 0.306 1.230 4.49 0.61 2.23 0.024
H -0.521 0.009 -0.557 -0.02 0.39 -1.10 0.062
H 1.187 0.492 -0.976 -0.65 0.15 -0.55 0.134
H -0.013 -0.701 2.493 0.13 -0.01 0.12 0.060
H -0.897 -0.914 1.004 -0.07 0.11 0.35 0.094
N -4.502 -0.345 -0.597 -3.31 -0.98 -0.71 0.200
C -3.387 0.125 -0.134 2.07 -2.04 -2.38 -0.782
N -3.454 1.005 0.785 -0.12 3.14 3.02 0.216
O -2.312 -0.244 -0.584 1.54 -0.89 -0.66 -0.006
H -5.325 0.087 -0.201 -0.36 -0.76 -0.69 0.116
H -4.501 -1.069 -1.301 -0.20 0.29 0.27 0.129
H -4.359 1.381 1.032 0.58 0.41 0.25 0.116
H -2.592 1.530 0.804 -0.28 0.57 0.89 0.116
N 2.396 -1.190 3.709 2.25 0.49 -1.08 0.210
C 1.342 -1.411 4.458 1.57 1.58 -2.71 -0.745
N 1.423 -2.413 5.260 -1.57 -2.32 2.85 0.206
O 0.361 -0.707 4.267 -2.40 0.55 0.80 -0.016
H 2.282 -0.481 2.999 0.34 0.11 -0.45 0.061
H 3.243 -1.738 3.768 -0.24 0.23 -0.12 0.106
H 2.190 -3.068 5.321 -0.49 0.18 -0.06 0.129
H 0.473 -2.587 5.555 0.38 -1.08 0.98 0.100
N 0.095 5.387 1.988 0.19 1.87 1.20 0.174
C 0.530 4.855 0.846 2.38 2.38 -2.04 -0.787
N 0.035 3.679 0.713 -2.30 -5.48 -0.33 0.178
O 1.288 5.343 0.015 -0.22 0.95 0.40 0.021
H 0.395 6.331 2.188 -0.29 -0.38 0.42 0.120
H -0.476 4.769 2.546 -0.01 0.76 0.75 0.052
H 0.261 3.031 -0.028 0.33 0.51 0.00 0.112
H -0.289 3.246 1.566 -0.18 -0.45 -0.41 0.066
```
Positions in Å, forces in eV/Å.

Results
Kohn-Sham gap = 7.77 eV
Largest force on an atom = 0.1177 Eh/bohr
Charge = 0
SMILES string = CC1(C)CCCC(C)(C)N1O.CC1(C)CCCC(C)(C)N1O.CC1(C)CCCC(C)(C)N1O.CC1(C)CCCC(C)(C)N1O.CC1(C)CCCC(C)(C)N1O.COC[C@H](C)N.COC[C@H](C)N.NC(N)=O.NC(N)=O.NC(N)=O.NC(N)=O
Highest occupied orbital energy = -7.78 eV
LUMO = -0.01 eV